No. 1
Computed, not measured: C43H54N3O3SZr as an isolated structure in a non-equilibrium geometry, with wB97M-V/def2-TZVPD.

Computed properties:
Molar mass: 784.21 g/mol
Max |F|: 0.0546 Eh/bohr
Lowest unoccupied orbital energy (spin up / spin down): -11.281 / -11.305 eV
Total charge: +3
ΔE to the lowest compared entry with this formula, charge and spin: 62.2 kcal/mol
Frontier orbital gap (spin up / spin down): 4.846 / 4.798 eV
E_tot: -2505.30686 Eh

```
105
C43H54N3O3SZr, DFT wB97M-V/def2-TZVPD
Zr -1.2728 0.2357 -0.4586
C 3.9947 5.0241 1.0510
C 2.7647 4.3967 1.7344
C 3.2180 3.4783 2.8689
C 1.9074 5.5257 2.3438
C 1.9246 3.6731 0.7209
C 1.7836 2.3022 0.7033
C 0.9547 1.7025 -0.2610
N 0.9128 0.3908 -0.5665
C 1.1989 -0.5039 0.4668
C 2.2142 -1.4489 0.4367
C 2.2921 -2.4141 1.4364
C 1.2044 -2.5082 2.3306
C 0.1246 -1.6408 2.3409
C 0.1626 -0.5234 1.4783
O -0.8022 0.3968 1.3853
C -1.1027 -1.8488 3.2240
C -2.3312 -1.9089 2.2904
C -1.0288 -3.1522 4.0173
C -1.2653 -0.6895 4.2125
C 3.4493 -3.3736 1.5713
C 4.1118 -3.2213 2.9546
C 4.5047 -3.1704 0.4858
C 2.9033 -4.8108 1.4663
C 0.0332 2.5579 -1.0201
O -1.0358 1.9353 -1.4260
C 0.3073 3.9413 -1.1361
C 1.2639 4.4449 -0.2842
C -0.5262 4.8289 -2.0515
C -1.8814 5.0288 -1.3504
C 0.1284 6.1930 -2.2772
C -0.7306 4.1410 -3.4081
H 4.6025 5.5226 1.8000
H 3.7189 5.7602 0.3023
H 4.5999 4.2563 0.5763
H 3.6647 4.0765 3.6590
H 3.9687 2.7649 2.5368
H 2.3705 2.9426 3.2961
H 2.4869 6.0049 3.1282
H 1.0012 5.1170 2.7827
H 1.6400 6.2920 1.6248
H 2.3654 1.6657 1.3515
H 2.9505 -1.3731 -0.3499
H 1.2229 -3.3107 3.0493
H -2.1390 -2.5740 1.4438
H -2.5958 -0.9045 1.9329
H -3.1754 -2.3033 2.8504
H -0.9077 -4.0083 3.3616
H -1.9523 -3.2821 4.5740
H -0.2210 -3.1274 4.7412
H -1.3572 0.2674 3.7013
H -0.4157 -0.6480 4.8879
H -2.1606 -0.8465 4.8075
H 4.5805 -2.2458 3.0562
H 4.8821 -3.9803 3.0579
H 3.4047 -3.3540 3.7694
H 4.9080 -2.1620 0.5001
H 4.0993 -3.3845 -0.5009
H 5.3288 -3.8550 0.6587
H 2.3069 -5.0890 2.3287
H 3.7455 -5.4943 1.4165
H 2.3058 -4.9290 0.5658
H 1.5104 5.4919 -0.3547
H -1.7826 5.6830 -0.4878
H -2.2786 4.0739 -1.0025
H -2.5869 5.4820 -2.0400
H 0.1392 6.7929 -1.3688
H -0.4413 6.7433 -3.0219
H 1.1449 6.0799 -2.6488
H -1.2047 3.1659 -3.3004
H 0.2254 4.0068 -3.9089
H -1.3616 4.7595 -4.0411
N -3.9527 1.9002 -0.8817
C -5.2743 1.9260 -0.6806
C -5.6335 0.7085 -0.1338
C -4.4464 -0.0093 -0.0361
N -3.4109 0.7208 -0.4902
H -3.3908 2.6441 -1.2971
H -5.8701 2.7819 -0.9322
H -6.6172 0.3908 0.1474
H -4.2953 -1.0203 0.3139
O -1.1691 -1.6703 -0.7705
S -0.2059 -2.4979 -1.6714
C -1.0831 -4.0618 -1.6094
C -2.4674 -4.0304 -1.6862
C -3.1768 -5.2044 -1.5052
C -2.4965 -6.3879 -1.2462
C -1.1123 -6.4050 -1.1633
C -0.3915 -5.2342 -1.3466
C -0.6910 -1.8957 -3.3043
C -0.2155 -2.5490 -4.4306
C -0.6357 -2.1325 -5.6844
C -1.5103 -1.0625 -5.8034
C -1.9570 -0.3901 -4.6735
C -1.5397 -0.7998 -3.4127
H -2.9736 -3.0911 -1.8653
H -4.2556 -5.1965 -1.5592
H -3.0585 -7.2989 -1.1177
H -0.5974 -7.3274 -0.9480
H 0.6861 -5.2267 -1.2831
H 0.4624 -3.3800 -4.3275
H -0.2835 -2.6515 -6.5633
H -1.8512 -0.7549 -6.7791
H -2.6378 0.4425 -4.7745
H -1.9280 -0.3010 -2.5008
```

Atom charges from the Mulliken analysis, given in e for atoms 1 to 5: Zr -0.280; C -1.611; C 1.605; C -2.086; C -1.548

No. 2
Computed, not measured: C43H54N4O6PPdS2Si as an isolated structure, with wB97M-V/def2-TZVPD.

Computed properties:
Molar mass: 952.54 g/mol
Max |F|: 0.0114 Eh/bohr
Lowest unoccupied orbital energy: 2.131 eV
Total charge: -1
ΔE to the lowest compared entry with this formula, charge and spin: 12.2 kcal/mol
Frontier orbital gap: 6.087 eV
E_tot: -3896.73398 Eh

```
112
C43H54N4O6PPdS2Si, DFT wB97M-V/def2-TZVPD
Pd -0.0502 0.3264 -0.0983
C 7.8277 -0.9726 -0.2016
O 6.5649 -0.8405 0.4237
C 6.3867 0.2037 1.2787
C 7.3853 1.0563 1.7081
C 7.0761 2.1098 2.5712
C 5.7718 2.2988 2.9819
C 4.7620 1.4429 2.5415
C 5.0559 0.3865 1.6932
N 4.1197 -0.5288 1.1757
C 2.7413 -0.2819 1.1638
N 2.2143 -0.2143 2.3924
C 0.8713 -0.0574 2.7662
C -0.1564 0.2670 1.8959
C -1.4444 0.3078 2.4544
C -1.6895 0.0525 3.7946
C -0.6355 -0.2292 4.6538
C 0.6359 -0.2690 4.1312
O 1.7370 -0.5556 4.9260
C 2.0490 0.4813 5.8523
N 2.0743 -0.1827 0.0651
C 2.9207 -0.1774 -1.1000
C 3.4578 1.0437 -1.5056
C 4.3952 1.1407 -2.5163
C 4.8435 -0.0233 -3.1313
C 4.3333 -1.2438 -2.7389
C 3.3622 -1.3423 -1.7377
O 3.0410 -2.6110 -1.4009
C 1.8285 -2.8727 -0.6944
H 7.7311 -1.7884 -0.9117
H 8.6051 -1.2136 0.5271
H 8.0994 -0.0590 -0.7352
H 8.4038 0.9169 1.3730
H 7.8602 2.7791 2.8993
H 5.5187 3.1215 3.6391
H 3.7376 1.6195 2.8435
H 4.4475 -0.9697 0.3281
H 2.8249 -0.4861 3.1464
H -2.2772 0.5511 1.8167
H -2.7062 0.0673 4.1698
H -0.7920 -0.4283 5.7076
H 1.2579 0.5985 6.5944
H 2.1883 1.4343 5.3347
H 2.9734 0.1974 6.3515
H 3.1190 1.9295 -0.9844
H 4.7763 2.1101 -2.8120
H 5.5829 0.0201 -3.9221
H 4.6707 -2.1685 -3.1913
H 1.5069 -3.8669 -0.9959
H 1.0719 -2.1526 -0.9647
H 1.9967 -2.8493 0.3844
C 1.3961 0.5526 -4.5874
Si 0.1510 1.1149 -3.2873
C -1.3217 1.7818 -4.2142
C 0.9131 2.5922 -2.4212
N -0.2619 -0.1345 -2.1708
C -0.9041 -1.2881 -2.5467
C -1.0478 -1.6871 -3.8969
C -1.6157 -2.8947 -4.2795
C -2.0921 -3.7869 -3.3335
C -2.0094 -3.4243 -1.9900
C -1.4703 -2.2097 -1.6274
O -1.3489 -1.8261 -0.2923
C -2.0287 -2.4755 0.7040
C -1.2989 -3.0624 1.7225
C -1.9653 -3.6325 2.8001
C -3.3537 -3.6213 2.8479
C -4.0715 -3.0275 1.8149
C -3.4131 -2.4506 0.7385
H 1.9268 1.4203 -4.9968
H 0.9184 0.0342 -5.4252
H 2.1377 -0.1222 -4.1556
H -0.9802 2.5609 -4.9066
H -2.0185 2.2418 -3.5069
H -1.8585 1.0209 -4.7896
H 1.7782 2.9614 -2.9852
H 1.2440 2.3831 -1.4064
H 0.1717 3.3896 -2.3501
H -0.6715 -1.0200 -4.6588
H -1.6796 -3.1388 -5.3344
H -2.5214 -4.7384 -3.6186
H -2.3718 -4.0953 -1.2208
H -0.2167 -3.0332 1.6730
H -1.3950 -4.0794 3.6055
H -3.8741 -4.0639 3.6884
H -5.1536 -3.0014 1.8521
H -3.9538 -1.9613 -0.0624
C -0.0938 5.6701 1.4655
C -0.3233 4.1728 1.4825
C 0.1726 3.5384 2.7637
O -1.7474 3.9159 1.3876
P -2.3940 3.4781 -0.0330
S -1.8729 4.7190 -1.4412
S -2.1862 1.5069 -0.3609
O -3.9439 3.5565 0.3428
C -4.6400 4.5546 1.1202
C -4.2092 5.9748 0.8035
C -4.5349 4.2289 2.6000
H 0.9717 5.8878 1.5770
H -0.6352 6.1331 2.2967
H -0.4497 6.0973 0.5288
H 0.1745 3.7116 0.6256
H -0.3569 3.9664 3.6205
H 1.2429 3.7315 2.8837
H 0.0080 2.4654 2.7531
H -5.6765 4.4238 0.8100
H -3.1826 6.1512 1.1288
H -4.8712 6.6693 1.3284
H -4.2568 6.1699 -0.2663
H -3.5165 4.3859 2.9534
H -4.8015 3.1855 2.7763
H -5.2163 4.8694 3.1668
```

Atom charges from the Mulliken analysis, given in e for atoms 1 to 5: Pd -0.360; C -1.106; O -0.329; C 1.053; C -0.503

> The lowest max |F| belongs to which entry?

C43H54N4O6PPdS2Si

> The lowest molar mass belongs to which entry?

C43H54N3O3SZr